(1)
{
  "formula": "C14H15NO2Pt",
  "method": "the ωB97M-V functional and the def2-TZVPD basis",
  "elements": ["C", "C", "C", "C", "C", "Pt", "N", "C", "C", "H", "H", "H", "H", "H", "H", "H", "H", "H", "H", "O", "C", "O", "C", "C", "C", "C", "C", "C", "H", "H", "H", "H", "H"],
  "xyz": [[-0.72, 3.90, -1.65], [-1.15, 3.60, -0.32], [-1.57, 2.18, -0.29], [-1.14, 1.61, -1.59], [-0.63, 2.69, -2.40], [0.54, 1.80, 0.03], [0.90, 0.42, -3.13], [1.66, 2.32, 1.45], [0.48, 2.76, 2.23], [-2.09, 1.64, 0.52], [-1.35, 4.30, 0.50], [-1.47, 0.63, -1.98], [-0.34, 2.59, -3.45], [-0.59, 4.90, -2.06], [0.05, 3.74, 2.07], [2.32, 1.58, 1.92], [1.51, -0.12, -3.76], [0.16, 2.18, 3.07], [2.19, 3.22, 1.08], [1.04, -0.52, 1.81], [0.64, -0.95, 0.71], [0.45, -0.26, -0.39], [0.30, -2.43, 0.61], [-0.53, -2.91, -0.44], [-0.84, -4.28, -0.52], [-0.32, -5.18, 0.43], [0.45, -4.70, 1.49], [0.74, -3.31, 1.59], [-0.88, -2.18, -1.19], [-1.47, -4.63, -1.34], [-0.51, -6.24, 0.33], [0.85, -5.38, 2.24], [1.32, -2.94, 2.42]],
  "charge": -2,
  "multiplicity": 3,
  "homo_energy_ev": [0.9, 1.9],
  "gap_ev": [4.1, 3.2]
}

---

(2)
{
  "formula": "C5H15N2",
  "method": "the ωB97M-V functional and the def2-TZVPD basis",
  "elements": ["C", "N", "C", "C", "N", "C", "C", "H", "H", "H", "H", "H", "H", "H", "H", "H", "H", "H", "H", "H", "H", "H"],
  "xyz": [[-0.13, 0.95, -0.50], [1.40, 0.84, -0.70], [2.09, 1.41, -2.04], [-0.57, 0.03, 0.64], [-1.64, 0.86, 1.36], [-0.07, -2.31, 1.09], [-0.83, -1.36, 0.15], [-0.48, 1.99, -0.42], [-0.61, 0.49, -1.38], [1.86, 0.03, -0.45], [1.28, 1.73, -2.70], [2.90, 0.66, -2.53], [2.74, 2.30, -1.86], [0.29, 0.10, 1.49], [-1.73, 1.86, 1.04], [-1.58, 0.92, 2.36], [-2.57, 0.57, 1.08], [-0.54, -3.42, 1.17], [-0.20, -1.89, 2.09], [1.03, -2.42, 0.88], [-0.65, -1.76, -0.88], [-1.99, -1.61, 0.13]],
  "multiplicity": 2,
  "homo_energy_ev": [-3.6, -8.9],
  "gap_ev": [4.4, 9.7]
}

---

(3)
{
  "formula": "C46H128N10O16",
  "method": "the ωB97M-V functional and the def2-TZVPD basis",
  "elements": ["C", "C", "C", "O", "C", "N", "H", "H", "H", "H", "H", "H", "H", "H", "H", "H", "H", "C", "C", "C", "O", "C", "N", "H", "H", "H", "H", "H", "H", "H", "H", "H", "H", "H", "C", "C", "C", "O", "C", "N", "H", "H", "H", "H", "H", "H", "H", "H", "H", "H", "H", "C", "C", "C", "O", "C", "N", "H", "H", "H", "H", "H", "H", "H", "H", "H", "H", "H", "C", "C", "C", "O", "C", "N", "H", "H", "H", "H", "H", "H", "H", "H", "H", "H", "H", "C", "C", "C", "O", "C", "N", "H", "H", "H", "H", "H", "H", "H", "H", "H", "H", "H", "C", "C", "C", "O", "C", "N", "H", "H", "H", "H", "H", "H", "H", "H", "H", "H", "H", "C", "C", "C", "O", "C", "N", "H", "H", "H", "H", "H", "H", "H", "H", "H", "H", "H", "C", "C", "C", "O", "C", "N", "H", "H", "H", "H", "H", "H", "H", "H", "H", "H", "H", "C", "C", "C", "O", "C", "N", "H", "H", "H", "H", "H", "H", "H", "H", "H", "H", "H", "C", "C", "O", "O", "H", "H", "H", "H", "H", "H", "C", "C", "O", "O", "H", "H", "H", "H", "H", "H", "C", "C", "O", "O", "H", "H", "H", "H", "H", "H"],
  "xyz": [[-19.57, 13.19, 6.87], [-18.10, 12.82, 6.94], [-17.23, 14.07, 7.35], [-17.47, 14.34, 8.70], [-16.66, 15.37, 9.25], [-17.98, 11.81, 7.88], [-20.24, 12.36, 6.62], [-19.68, 13.88, 6.04], [-19.98, 13.55, 7.82], [-17.80, 12.38, 5.99], [-17.43, 14.92, 6.69], [-16.21, 13.76, 7.13], [-16.68, 16.23, 8.58], [-15.64, 14.99, 9.34], [-17.11, 15.49, 10.24], [-17.97, 12.36, 8.73], [-18.87, 11.32, 7.84], [-22.18, 18.79, 13.25], [-22.08, 20.34, 13.47], [-22.70, 20.95, 14.80], [-24.14, 20.93, 15.03], [-24.80, 19.64, 15.26], [-20.62, 20.69, 13.45], [-21.78, 18.23, 14.10], [-21.67, 18.42, 12.36], [-23.24, 18.58, 13.14], [-22.58, 20.92, 12.69], [-22.46, 22.01, 14.87], [-22.22, 20.50, 15.67], [-24.82, 19.00, 14.38], [-25.82, 19.74, 15.64], [-24.12, 19.15, 15.97], [-20.49, 21.60, 13.86], [-20.10, 20.21, 14.18], [-17.60, 20.31, 10.46], [-17.41, 18.98, 11.22], [-18.53, 18.03, 10.80], [-18.85, 17.08, 11.75], [-19.77, 16.19, 11.27], [-16.12, 18.37, 10.93], [-17.77, 20.19, 9.39], [-16.62, 20.76, 10.36], [-18.42, 20.92, 10.85], [-17.39, 19.07, 12.31], [-18.36, 17.47, 9.89], [-19.41, 18.61, 10.51], [-20.76, 16.52, 10.94], [-19.84, 15.39, 12.01], [-19.26, 15.68, 10.46], [-16.09, 18.33, 9.92], [-16.19, 17.41, 11.24], [-24.04, 9.68, 15.37], [-23.25, 10.83, 16.10], [-22.18, 11.64, 15.46], [-22.68, 12.29, 14.33], [-21.72, 12.83, 13.48], [-24.38, 11.74, 16.42], [-24.62, 9.09, 16.08], [-23.33, 8.92, 15.05], [-24.72, 9.97, 14.57], [-22.90, 10.37, 17.02], [-21.23, 11.11, 15.34], [-21.96, 12.46, 16.14], [-21.28, 13.70, 13.97], [-22.12, 13.13, 12.51], [-20.88, 12.23, 13.14], [-23.91, 12.56, 16.76], [-24.68, 11.92, 15.47], [-18.79, 8.91, 13.75], [-18.44, 8.86, 12.31], [-17.75, 10.21, 11.91], [-18.72, 11.20, 12.13], [-18.24, 12.44, 11.54], [-17.52, 7.85, 12.02], [-19.52, 9.68, 14.02], [-17.93, 9.16, 14.36], [-19.13, 7.97, 14.17], [-19.38, 8.73, 11.77], [-17.54, 10.20, 10.84], [-16.85, 10.42, 12.50], [-17.78, 12.98, 12.37], [-19.19, 12.91, 11.27], [-17.54, 12.48, 10.71], [-16.85, 7.93, 12.77], [-18.00, 6.98, 12.23], [-12.21, 23.22, 12.43], [-12.50, 22.44, 11.09], [-11.31, 21.46, 10.84], [-11.61, 20.73, 9.59], [-10.62, 19.90, 9.00], [-13.80, 21.73, 11.11], [-12.65, 22.69, 13.28], [-12.67, 24.21, 12.39], [-11.16, 23.41, 12.65], [-12.40, 23.29, 10.41], [-11.14, 20.80, 11.69], [-10.41, 22.04, 10.67], [-9.88, 19.51, 9.70], [-10.18, 20.53, 8.22], [-11.23, 19.07, 8.65], [-13.91, 21.30, 10.20], [-13.86, 20.95, 11.75], [-15.80, 22.95, 17.26], [-15.83, 21.96, 16.04], [-17.27, 21.52, 15.66], [-18.14, 22.54, 15.08], [-18.03, 22.88, 13.72], [-15.08, 22.42, 14.84], [-14.78, 23.12, 17.60], [-16.38, 22.67, 18.14], [-16.21, 23.94, 17.08], [-15.43, 20.99, 16.33], [-17.82, 21.20, 16.55], [-17.33, 20.71, 14.93], [-18.65, 23.75, 13.52], [-18.27, 21.95, 13.20], [-17.02, 23.21, 13.47], [-15.01, 23.42, 14.78], [-15.50, 22.09, 13.98], [-20.86, 19.42, 18.99], [-20.65, 18.01, 18.40], [-19.16, 17.97, 17.74], [-19.24, 18.38, 16.39], [-19.09, 17.31, 15.48], [-20.91, 17.09, 19.51], [-20.70, 20.19, 18.24], [-20.21, 19.77, 19.80], [-21.87, 19.41, 19.39], [-21.42, 17.87, 17.64], [-18.77, 16.98, 17.95], [-18.36, 18.33, 18.39], [-19.82, 16.54, 15.75], [-18.07, 16.92, 15.54], [-19.30, 17.61, 14.45], [-20.37, 17.36, 20.32], [-21.88, 17.15, 19.78], [-23.22, 16.03, 8.70], [-23.30, 14.66, 9.24], [-24.11, 14.67, 10.59], [-23.49, 15.51, 11.63], [-24.23, 15.64, 12.81], [-23.98, 13.77, 8.35], [-24.18, 16.42, 8.35], [-22.69, 16.15, 7.76], [-22.88, 16.75, 9.45], [-22.27, 14.35, 9.43], [-23.90, 13.70, 11.05], [-25.18, 14.85, 10.57], [-25.21, 16.07, 12.62], [-23.79, 16.17, 13.65], [-24.47, 14.68, 13.27], [-23.87, 13.99, 7.37], [-24.92, 14.08, 8.55], [-20.87, 23.56, 7.85], [-20.73, 21.99, 8.08], [-22.14, 21.42, 7.95], [-22.11, 20.08, 8.48], [-22.27, 20.01, 9.90], [-19.87, 21.32, 7.12], [-19.90, 23.96, 8.15], [-21.64, 23.97, 8.50], [-21.18, 24.01, 6.91], [-20.47, 21.78, 9.12], [-22.22, 21.33, 6.87], [-22.90, 22.08, 8.37], [-23.33, 20.25, 9.95], [-21.54, 20.60, 10.46], [-22.19, 18.99, 10.27], [-20.03, 20.33, 7.25], [-20.27, 21.51, 6.21], [-13.89, 18.44, 13.39], [-14.45, 18.02, 14.73], [-13.90, 18.90, 15.66], [-14.44, 19.53, 12.77], [-13.98, 17.58, 12.73], [-12.80, 18.49, 13.45], [-14.16, 17.01, 15.00], [-15.53, 18.17, 14.82], [-14.15, 19.79, 15.43], [-15.04, 19.10, 12.16], [-15.51, 24.71, 9.59], [-17.05, 24.92, 9.88], [-17.48, 23.60, 10.45], [-15.16, 23.43, 9.08], [-14.96, 24.73, 10.53], [-15.16, 25.61, 9.09], [-17.71, 25.07, 9.03], [-17.29, 25.69, 10.61], [-17.05, 23.02, 9.81], [-14.89, 22.81, 9.76], [-14.86, 19.23, 5.83], [-15.68, 19.24, 7.10], [-15.63, 18.11, 7.95], [-13.41, 19.37, 6.09], [-15.06, 20.09, 5.18], [-14.90, 18.27, 5.31], [-16.76, 19.24, 6.96], [-15.52, 20.16, 7.66], [-14.77, 17.71, 7.79], [-13.15, 20.23, 5.77]],
  "multiplicity": 1,
  "homo_energy_ev": -8.6,
  "gap_ev": 9.0
}

---

(4)
{
  "formula": "C5H10N4O2",
  "method": "the ωB97M-V functional and the def2-TZVPD basis",
  "elements": ["C", "C", "C", "C", "C", "N", "N", "N", "N", "O", "O", "H", "H", "H", "H", "H", "H", "H", "H", "H", "H"],
  "xyz": [[2.53, -0.43, -0.64], [3.08, 1.29, 0.54], [1.40, 0.22, -0.39], [-0.12, -0.03, -0.65], [-0.91, -0.21, 0.60], [3.58, 0.20, -0.09], [1.78, 1.38, 0.37], [5.07, -0.52, -0.14], [-2.30, -0.60, 0.34], [5.85, 0.14, 0.36], [5.03, -1.52, -0.65], [2.81, -1.34, -1.12], [3.67, 1.87, 1.25], [-0.20, -1.03, -1.27], [-0.60, 0.80, -1.18], [-0.47, -1.01, 1.20], [-0.77, 0.65, 1.37], [1.11, 2.08, 0.89], [-2.86, -0.04, -0.19], [-2.82, -0.72, 1.24], [-2.31, -1.52, -0.18]],
  "charge": 2,
  "multiplicity": 1,
  "homo_energy_ev": -17.8,
  "gap_ev": 10.7
}

---

(5)
{
  "formula": "C2H9N4O",
  "method": "the ωB97M-V functional and the def2-TZVPD basis",
  "elements": ["C", "C", "N", "N", "N", "N", "O", "H", "H", "H", "H", "H", "H", "H", "H", "H"],
  "xyz": [[1.23, 0.12, 0.07], [-0.97, -0.43, -0.86], [2.34, 0.89, 0.11], [1.22, -1.03, 0.72], [-1.20, -1.45, -0.18], [0.13, 0.38, -0.75], [-1.93, 1.13, 0.61], [-1.38, -0.10, -1.77], [3.18, 0.35, 0.21], [2.30, 1.56, -0.66], [1.87, -1.35, 1.40], [-2.89, 1.37, 0.46], [0.11, -1.49, 0.66], [-1.93, -2.11, -0.40], [-0.14, 1.24, -1.18], [-1.91, 0.93, 1.56]],
  "charge": 1,
  "multiplicity": 1,
  "homo_energy_ev": -14.6,
  "gap_ev": 11.4
}

---

Energy above the lowest of the compared OMol25 structures with the same formula, charge and spin list, top to bottom, in eV: 0.000; 4.211; 7.563; 6.216; 2.042